(1)
47
Properties=species:S:1:pos:R:3 method="wB97M-V/def2-TZVPD" smiles="O=C(O[C@H]1C[C@@H]2C[C@H]3C[C@@H](C1)[N@+]2([O-])C[C@@H]3O)c1c[nH]c2ccccc12" relative_energy_ev=9.794 largest_force_ev_per_a=12.131 gap_ev=8.705 e_lumo_ev=0.57 total_energy_ha=-1147.4036
O 1.0662 -3.6528 0.4991
C 0.9753 -2.5854 1.0262
O 1.1774 -1.4525 0.3343
C 1.0251 -1.4278 -1.0941
C -0.4954 -1.2983 -1.4060
C -0.4826 0.1889 -1.8010
C -1.5136 1.2191 -1.3481
C -0.5377 2.4362 -1.6090
C 1.0658 2.0574 -1.3846
C 1.4702 0.9343 -2.3343
C 2.0129 -0.3310 -1.6118
N 0.2122 0.5459 -3.0325
O 0.3773 -0.2274 -3.9197
C -0.4378 1.5881 -3.8215
C -0.8735 2.7592 -3.0453
O -0.0618 3.9348 -3.3467
C 0.3749 -2.6994 2.3170
C -0.0014 -3.7492 3.1276
N -0.3955 -3.3436 4.3704
C -0.5927 -1.9971 4.3355
C -1.0403 -1.0775 5.2394
C -1.0571 0.2709 4.9226
C -0.4163 0.6892 3.7449
C -0.0583 -0.2013 2.8327
C -0.0781 -1.5512 3.0819
H 1.3290 -2.3627 -1.5843
H -1.0719 -1.3947 -0.5214
H -0.8423 -1.9981 -2.2139
H 0.1384 0.4251 -0.9222
H -1.8164 1.0220 -0.3173
H -2.4274 1.3200 -2.0216
H -0.9320 3.1916 -0.8583
H 1.6255 2.9711 -1.6581
H 1.2028 1.7814 -0.3944
H 2.2132 1.2948 -3.0541
H 2.6802 -0.0150 -0.7475
H 2.8565 -0.7710 -2.1150
H 0.2464 2.0344 -4.5407
H -1.2662 1.2135 -4.4070
H -1.8964 2.9678 -3.1848
H 0.0688 4.4380 -2.5018
H -0.0118 -4.7560 2.6173
H -0.7356 -4.0936 5.0984
H -1.4363 -1.3491 6.1627
H -1.6109 0.9844 5.5545
H -0.3047 1.7650 3.5827
H 0.2762 0.3014 1.9499

(2)
48
Properties=species:S:1:pos:R:3 method="wB97M-V/def2-TZVPD" smiles="Cc1ccc(NC(=O)c2ccc(S(=O)(=O)NC[C@H]3CCCO3)cc2)cc1" relative_energy_ev=1.456 largest_force_ev_per_a=0.932 gap_ev=8.876 e_lumo_ev=0.22 total_energy_ha=-1545.8824
C -2.6021 3.7150 -2.9480
C -1.5389 3.9298 -1.9154
C -1.5862 5.0150 -1.0499
C -0.5990 5.2134 -0.1037
C 0.4653 4.3229 0.0005
N 1.4508 4.5576 0.9698
C 2.2056 3.6726 1.6771
O 3.1326 4.0523 2.3622
C 1.8005 2.2346 1.6083
C 0.4771 1.8564 1.8208
C 0.1326 0.5171 1.7869
C 1.1104 -0.4280 1.5450
S 0.6520 -2.1469 1.3941
O -0.6196 -2.3465 2.0353
O 1.7579 -2.9749 1.7787
N 0.4793 -2.2215 -0.2709
C 1.0147 -3.3619 -0.9794
C 0.0221 -4.5438 -1.0183
C -0.0108 -5.3585 0.2823
C -1.4913 -5.7007 0.4297
C -2.1319 -4.4425 -0.1463
O -1.2986 -4.0522 -1.2312
C 2.4322 -0.0713 1.3661
C 2.7813 1.2669 1.4110
C 0.5395 3.2523 -0.8860
C -0.4585 3.0598 -1.8212
H -2.8459 2.6585 -3.0356
H -3.5048 4.2666 -2.6981
H -2.2519 4.0584 -3.9217
H -2.4075 5.7138 -1.1131
H -0.6521 6.0603 0.5652
H 1.6523 5.5295 1.1743
H -0.2761 2.6050 2.0150
H -0.8804 0.1877 1.9543
H -0.4872 -2.0736 -0.5333
H 1.9324 -3.6604 -0.4724
H 1.2467 -3.0389 -1.9989
H 0.2775 -5.1839 -1.8753
H 0.6300 -6.2355 0.2247
H 0.3146 -4.7367 1.1162
H -1.7855 -5.8778 1.4604
H -1.7479 -6.5704 -0.1776
H -3.1361 -4.5974 -0.5457
H -2.1572 -3.6524 0.6162
H 3.1648 -0.8462 1.2086
H 3.8077 1.5777 1.2879
H 1.3801 2.5774 -0.8500
H -0.3908 2.2213 -2.4987

(3)
50
Properties=species:S:1:pos:R:3 method="wB97M-V/def2-TZVPD" smiles="CCOc1ccc(S(=O)(=O)N(C)CC(=O)NCc2ccc3c(c2)OCO3)cc1" relative_energy_ev=1.419 largest_force_ev_per_a=1.269 gap_ev=8.743 e_lumo_ev=0.65 total_energy_ha=-1696.3397
C -6.8923 -2.9846 -0.3601
C -6.6542 -2.0927 0.8539
O -6.3476 -0.7566 0.4939
C -5.1200 -0.4375 0.0295
C -4.0269 -1.3020 -0.0405
C -2.8115 -0.8393 -0.5145
C -2.6823 0.4711 -0.9258
S -1.0886 1.0776 -1.4516
O -0.2830 -0.0175 -1.9080
O -1.2636 2.2116 -2.3087
N -0.3552 1.6421 -0.0531
C -0.9531 2.8213 0.5217
C 0.0594 0.6290 0.8838
C 1.3906 0.9928 1.5511
O 1.6285 0.7443 2.7137
N 2.2394 1.6080 0.7117
C 3.5992 1.9507 1.0730
C 4.5865 1.0309 0.4006
C 5.4474 1.4979 -0.5782
C 6.3486 0.6561 -1.2283
C 6.3401 -0.6669 -0.8637
C 5.4690 -1.1471 0.1179
C 4.5864 -0.3207 0.7641
O 5.6714 -2.4909 0.2842
C 6.6931 -2.8447 -0.6222
O 7.1083 -1.6983 -1.3334
C -3.7574 1.3413 -0.8669
C -4.9695 0.8902 -0.3929
H -5.9984 -3.0570 -0.9747
H -7.6933 -2.5718 -0.9680
H -7.1765 -3.9803 -0.0314
H -5.8730 -2.5079 1.5013
H -7.5745 -2.0067 1.4377
H -4.1057 -2.3308 0.2712
H -1.9610 -1.4980 -0.5886
H -1.2111 3.4843 -0.3003
H -0.2297 3.3119 1.1729
H -1.8533 2.5859 1.1032
H -0.6909 0.4435 1.6642
H 0.2182 -0.2885 0.3117
H 1.9562 1.7086 -0.2521
H 3.6606 1.8442 2.1600
H 3.7955 2.9906 0.7978
H 5.4295 2.5434 -0.8459
H 7.0207 1.0221 -1.9857
H 3.9190 -0.6907 1.5244
H 7.5485 -3.2644 -0.0687
H 6.3140 -3.6000 -1.3296
H -3.6306 2.3542 -1.2137
H -5.8269 1.5416 -0.3368